*i*
The following is a quantum chemistry calculation of the ion C5H11INO3S with charge +1, from the Open Molecules 2025 dataset.

Values from the calculation:
Gap between HOMO and LUMO (eV): 9.4
Total charge: +1
SMILES string: CCC(=O)[N+](C)(C)S(=O)(=O)I

The geometry in XYZ format:
```
22
C5H11INO3S, DFT ωB97M-V with the def2-TZVPD basis set
C 0.3290 1.1057 -0.1680
C -1.9140 1.9389 0.7170
C 0.6723 -0.9905 -1.9178
C -0.7263 -1.3606 0.0833
C -0.4728 1.4898 1.0332
N 0.3967 -0.5807 -0.4759
O 0.7345 1.7856 -1.0467
O 1.4994 -0.9125 1.8682
O 1.8331 -2.5404 0.2065
S 1.7544 -1.1980 0.5255
I 3.6191 0.1028 -0.1638
H -2.2731 1.4906 -0.1122
H -2.0126 2.9780 0.7462
H -2.5636 1.6173 1.5835
H 0.9107 -2.0161 -1.7413
H -0.1701 -0.7688 -2.5681
H 1.4869 -0.3361 -2.2192
H -0.5778 -2.2665 -0.4920
H -0.4962 -1.5651 1.1787
H -1.6005 -0.9126 -0.3215
H 0.0132 2.3254 1.5244
H -0.4423 0.6138 1.7599
```

*ii*
The following is a quantum chemistry calculation of a structure of composition C5H11INO3S, from the Open Molecules 2025 dataset.

Values from the calculation:
Gap between HOMO and LUMO (eV): 8.6
Total charge: +1

The geometry in XYZ format:
```
22
C5H11INO3S, DFT ωB97M-V with the def2-TZVPD basis set
C -0.3678 0.4445 -0.5285
C 0.6266 1.1609 -2.6953
C -0.0746 0.8927 1.8361
C 1.1197 -1.3903 1.0142
C 0.8315 0.3892 -1.4032
N -0.3148 -0.1340 0.8053
O -1.3424 1.0932 -0.8424
O -1.5463 -2.0179 -0.2597
O -1.6895 -1.8408 2.2142
S -1.8343 -1.2973 0.8819
I -3.8454 -0.0148 0.8170
H 1.1915 0.8624 -3.4539
H 0.7327 2.2866 -2.6514
H -0.5230 1.0121 -2.9519
H 0.9796 1.3069 1.5789
H -0.8378 1.7113 1.9936
H 0.0980 0.3632 2.8569
H 1.4068 -1.9008 0.0935
H 1.9083 -0.7310 1.3782
H 0.7315 -2.0190 1.8135
H 1.0621 -0.7410 -1.7391
H 1.6876 0.5637 -0.7579
```

How far above the most stable structure does each one sit? In eV: *i* 0.000; *ii* 1.016.

*i*
The following is a quantum chemistry calculation of a cluster of 2 separate species, C3H4NO in total, from the Open Molecules 2025 dataset.

Values from the calculation:
Gap between HOMO and LUMO (eV): 8.2
Total charge: +1

The geometry in XYZ format:
```
9
C3H4NO, DFT ωB97M-V with the def2-TZVPD basis set
C -2.6151 -0.2071 -0.1011
C 3.0396 -0.1784 0.0912
C -1.3651 0.0577 0.0905
N 2.2140 0.5870 -0.1380
O -0.2237 0.3030 0.3054
H -2.9747 -1.2317 -0.3524
H -3.1618 0.7547 -0.1895
H 3.8697 -0.7868 0.2724
H 1.2170 0.7016 0.0215
```

*ii*
The following is a quantum chemistry calculation of the ion C3H4NO with charge +1, from the Open Molecules 2025 dataset.

Values from the calculation:
Gap between HOMO and LUMO (eV): 9.9
Total charge: +1
SMILES string: O=C1C=[NH+]C1

The geometry in XYZ format:
```
9
C3H4NO, DFT ωB97M-V with the def2-TZVPD basis set
C 0.8044 0.3907 0.2549
C -1.0353 -0.4980 -0.0408
C 0.5156 -0.9272 -0.3718
N -0.6765 0.6715 0.2825
O 0.9419 -1.7102 -1.1484
H 1.4991 0.4407 1.1525
H 1.3951 1.0008 -0.4359
H -2.1792 -0.8967 -0.2108
H -1.2650 1.5284 0.5178
```

*iii*
The following is a quantum chemistry calculation of a cluster of 2 separate species, C3H4NO in total, from the Open Molecules 2025 dataset.

Values from the calculation:
Gap between HOMO and LUMO (spin up / spin down) (eV): 8.3 / 8.3
Total charge: +1

The geometry in XYZ format:
```
9
C3H4NO, DFT ωB97M-V with the def2-TZVPD basis set
C 0.2804 -0.3213 -0.3438
C -2.0020 0.6775 -0.0793
C 3.3228 -1.0662 0.1281
N -0.7680 0.0432 -0.1761
O 2.6485 -0.7130 -0.6920
H -1.9878 1.7317 -0.4366
H -2.1504 0.7148 1.0447
H -2.9362 0.2418 -0.6162
H 3.5926 -1.3084 1.1712
```

*iv*
The following is a quantum chemistry calculation of a cluster of 2 separate species, C3H4NO in total, from the Open Molecules 2025 dataset.

Values from the calculation:
Gap between HOMO and LUMO (spin up / spin down) (eV): 8.0 / 8.0
Total charge: +1

The geometry in XYZ format:
```
9
C3H4NO, DFT ωB97M-V with the def2-TZVPD basis set
C -0.0844 0.1313 0.7829
C 1.1135 0.4681 -1.7475
C -0.5988 0.2415 -0.3565
N 1.9854 1.1006 -2.2500
O 2.6964 1.9872 -2.4482
H 1.0007 0.0189 0.9861
H -0.7272 0.2937 1.6751
H 0.7964 -0.5056 -1.5132
H -1.3919 0.0667 -1.0382
```

How far above the most stable structure does each one sit? In eV: *i* 0.136; *ii* 0.000; *iii* 1.521; *iv* 4.816.

*i*
The following is a quantum chemistry calculation of a cluster of 2 separate species, C3H4NO in total, from the Open Molecules 2025 dataset.

Values from the calculation:
Gap between HOMO and LUMO (spin up / spin down) (eV): 7.6 / 10.2
Total charge: +1

The geometry in XYZ format:
```
9
C3H4NO, DFT ωB97M-V with the def2-TZVPD basis set
C 0.6374 1.0613 0.0466
C 0.7975 -1.0386 0.0604
C -0.6982 0.5254 0.0404
N -0.4596 -0.8579 0.0967
O 1.4659 0.1583 0.0534
H 1.0133 2.1270 0.2550
H 2.6782 -2.7882 -1.0522
H -1.1243 1.0675 1.0164
H -1.4371 0.7256 -0.7910
```

*ii*
The following is a quantum chemistry calculation of the ion C3H4NO with charge +1, from the Open Molecules 2025 dataset.

Values from the calculation:
Gap between HOMO and LUMO (spin up / spin down) (eV): 8.3 / 8.5
Total charge: +1

The geometry in XYZ format:
```
9
C3H4NO, DFT ωB97M-V with the def2-TZVPD basis set
C 0.1880 1.0224 -0.1741
C 1.6798 -0.7825 -0.0981
C -1.1626 0.2609 0.0126
N -1.3003 -0.9430 -0.1194
O 1.1458 0.2556 -0.0996
H 0.1264 2.0130 -0.2775
H -0.5839 -1.6331 -0.5353
H 2.0756 -1.4915 0.6802
H -2.0022 0.9635 0.3990
```

How far above the most stable structure does each one sit? In eV: *i* 0.432; *ii* 0.000.